Record 1
C21H43N5O8S | ωB97M-V/def2-TZVPD

The geometry in ORCA input format:
```
! RIJCOSX wB97M-V def2-TZVPD def2/J DEFGRID3
* xyz 0 1
H -2.21 4.20 0.19
C -6.41 -2.56 -2.38
O 0.35 -4.19 -1.42
O -5.66 5.96 0.14
H 2.61 1.84 1.39
H -3.21 5.18 -0.92
H -3.62 -2.44 -2.33
N 8.41 -1.14 2.13
C 1.89 1.75 -1.28
O 1.62 -2.11 -2.41
C -7.30 -3.04 -3.72
C 2.40 2.81 0.92
H -0.89 -0.61 -4.33
H 0.05 3.86 0.64
N -6.21 -1.06 -2.23
H 9.12 -0.32 0.36
H 1.98 3.49 1.67
H -3.12 6.34 2.95
H -5.05 6.72 1.92
N 1.49 2.62 -0.19
C -4.99 -0.72 -1.40
H -0.50 -0.18 -2.48
O -0.56 3.11 -1.14
H -8.38 -0.46 -1.97
O 2.81 0.35 2.47
H 7.27 0.31 3.06
H -1.76 6.10 1.83
H 4.39 -3.37 3.75
H -2.49 4.70 2.67
C 0.26 3.23 -0.24
H -5.12 -0.96 -0.24
H -2.83 0.76 -2.74
H -3.38 -0.50 -4.09
H 2.43 -0.70 4.16
H -8.22 -2.29 -3.86
H 2.90 -2.83 4.56
S 0.23 -2.50 -1.79
H 4.75 -1.27 1.31
H 4.30 -3.00 1.23
O -1.01 -2.26 -2.97
C 9.22 -0.16 1.43
C 7.39 -0.78 2.97
H 1.89 2.32 -2.21
H -4.88 0.47 -1.46
N -3.61 5.47 1.10
C -3.57 -1.33 -1.95
O 6.67 -1.56 3.59
H 1.17 0.93 -1.37
C -2.28 -5.36 -1.27
H 9.53 -2.68 1.23
H -7.70 -4.13 -3.59
H 2.79 -3.84 3.10
O -5.93 -3.50 -1.56
C -4.84 6.09 1.04
H 10.27 -0.30 1.73
C 8.69 -2.55 1.92
H 3.16 -1.74 0.67
H -2.84 -1.35 -1.01
C -2.70 5.67 2.21
H -7.10 0.32 -0.72
H -7.59 -1.53 -0.62
C -1.22 -0.80 -3.20
C -1.06 -4.65 -1.21
H 2.89 1.34 -1.10
H -3.20 -6.11 -1.23
H -3.93 3.79 -0.08
C -3.21 4.61 0.01
H 3.34 3.24 0.54
H 8.91 0.85 1.68
C -2.81 -0.36 -3.07
C -7.40 -0.61 -1.36
N 3.36 -1.88 2.73
C 3.93 -1.98 1.41
C 3.36 -3.05 3.59
H 7.80 -3.03 1.52
H -6.60 -2.99 -4.69
H 8.94 -3.01 2.88
C 2.84 -0.67 3.14
*
```

Values from the calculation:
**LUMO level**: 0.12 eV
**Total energy**: -57128.773 eV
**HOMO**: -8.94 eV

Atomic partial charges in e from the Löwdin method, atoms 1 to 2: 0.050, -0.321

Record 2
C21H44Cl15NO2Si | ωB97M-V/def2-TZVPD

The geometry in ORCA input format:
```
! RIJCOSX wB97M-V def2-TZVPD def2/J DEFGRID3
* xyz 0 1
C -0.94 6.82 -3.78
H 1.45 -6.38 0.59
H -1.31 -1.42 1.28
H 0.25 -4.13 1.21
H -4.08 -3.79 -3.52
C -5.65 2.39 4.37
H -4.05 -2.41 -4.63
C 0.65 -0.13 -0.71
C -1.74 7.88 -4.50
H 6.41 1.09 0.14
H -0.20 4.08 1.19
H 7.17 -0.17 -0.84
H -2.61 -6.09 -4.14
C 0.22 0.65 -1.93
H -3.87 3.54 4.77
H -0.65 0.04 -3.81
Cl 4.92 2.94 6.71
Cl -2.94 -2.64 -1.11
Cl -3.12 1.35 4.31
H -0.39 -1.32 -2.66
Cl 6.15 2.01 3.67
H -1.32 8.86 -4.27
H 1.25 -5.07 2.29
H 7.37 0.02 2.21
O 1.63 -0.77 -0.76
H 3.26 -3.93 1.70
H 3.39 3.92 5.21
C -3.71 -7.34 -5.49
H 4.04 2.87 3.12
H 0.09 -2.12 0.54
C -3.43 -6.80 -4.11
Cl -4.84 -5.95 -3.42
H -0.25 -1.44 3.29
C 1.26 -4.52 1.35
H 3.93 1.60 4.34
H 6.21 -0.99 1.35
H -3.14 3.25 0.89
C -0.25 -1.27 1.12
H -0.89 7.05 -2.72
H -2.79 -7.73 -5.92
C 0.42 -1.14 2.49
C 7.24 0.38 0.09
H 0.07 6.75 -4.17
H -2.23 3.18 2.40
C 7.19 -0.53 1.29
H -4.56 -1.55 -2.41
H -4.08 -6.56 -6.15
C 4.48 2.49 4.05
Cl -1.13 4.17 -0.98
C -3.56 -2.87 -3.77
H -6.01 1.37 4.46
H 0.94 -0.62 -3.52
H -0.66 1.26 -1.73
Si 2.02 -2.12 2.71
N 1.51 -5.44 0.21
Cl -1.90 -3.30 -4.28
Cl -5.70 2.84 2.64
H -4.31 2.40 6.04
Cl -4.89 -8.67 -5.47
H -6.35 3.05 4.89
Cl 3.63 -0.76 2.87
C 2.33 -3.43 1.41
Cl 8.74 1.35 0.03
H -2.78 7.87 -4.19
C 4.42 3.56 5.11
Cl 8.39 -1.85 1.18
C -3.55 -1.90 -2.61
C -2.31 3.69 1.44
H 1.07 1.26 -2.19
H 5.06 4.40 4.86
Cl -2.72 5.39 1.79
H -0.74 2.50 0.62
H 0.66 -0.10 2.70
C -0.01 -0.38 -3.05
H -2.93 -1.03 -2.83
H 2.00 -2.81 4.02
C -4.27 2.55 4.96
H 2.54 -3.00 0.44
H -3.16 -7.60 -3.42
C -1.01 3.55 0.69
Cl -1.69 5.21 -3.93
Cl -1.68 7.69 -6.27
H 2.47 -5.32 -0.11
O -0.11 -0.04 0.38
*
```

Values from the calculation:
**LUMO level**: 0.14 eV
**Total energy**: -223793.263 eV
**SMILES string**: CCC(=O)OCC[Si@H](Cl)CCN.ClCCCl.ClCCCl.ClCCCl.ClCCCl.ClCCCl.ClCCCl.ClCCCl
**HOMO**: -9.64 eV

Atomic partial charges in e from the Löwdin method, atoms 1 to 2: -0.660, 0.058

Record 3
C21H44N3O8P2S3 | ωB97M-V/def2-TZVPD

The geometry in ORCA input format:
```
! RIJCOSX wB97M-V def2-TZVPD def2/J DEFGRID3
* xyz 1 1
O 6.67 2.97 3.06
H -4.74 1.93 2.76
H -2.85 -3.03 -4.06
H -0.91 1.92 2.27
H -1.78 -0.56 -6.73
C -2.01 0.00 1.50
C 0.16 -0.05 2.65
C -3.95 0.71 -0.07
C 6.87 4.29 3.56
H -3.67 -3.54 0.71
H -2.51 -1.91 1.82
N -2.25 2.95 -7.30
H -3.99 -0.34 -0.50
P -0.86 -4.31 -1.45
O -1.59 -5.65 -1.50
H 1.09 1.88 0.70
O -1.83 -3.78 -0.13
C 0.66 1.60 -2.18
H -0.79 2.65 -0.85
H 1.30 0.00 2.47
H -0.11 -1.97 1.25
H -3.27 1.39 -0.69
C -1.17 2.80 -6.35
H -4.19 -0.17 1.97
N -0.84 1.43 -6.03
C 0.27 1.13 -5.09
O 5.50 2.21 4.93
O 5.61 0.87 2.69
H 2.39 0.19 4.53
H -1.14 -3.31 -4.43
C -1.96 -3.58 -3.76
H -4.77 3.47 0.98
H 1.82 -5.85 -3.25
H -3.45 1.29 -8.28
C 0.31 1.08 0.41
H 0.67 2.63 -2.69
H 0.52 -6.80 -2.51
H 7.69 4.75 3.01
H -5.01 1.18 -0.08
N -1.89 -1.27 2.34
C 6.91 0.35 2.90
C 3.44 0.47 4.52
C -0.38 -1.54 2.28
H -0.60 3.65 -5.86
S -2.40 -1.23 4.01
H 3.75 0.67 5.55
P 5.15 2.26 3.45
H -2.32 0.05 4.52
C -1.74 0.57 -6.77
H -1.26 0.87 -1.23
H 1.71 1.36 -1.76
C -3.49 0.62 1.47
H -2.17 -4.65 -3.85
H -3.50 -5.02 -0.23
H -2.99 3.24 0.46
C -0.40 1.56 -0.94
H 7.30 0.60 3.89
S 1.82 1.52 -5.60
C 1.05 -5.85 -2.48
H -3.66 -3.43 -1.06
C -3.69 3.31 1.36
H -2.96 2.06 3.18
C -2.60 1.56 -7.58
H -1.88 -0.42 0.44
H -3.42 4.20 2.04
C -0.72 0.95 1.68
S 0.07 0.35 -3.43
H 0.86 0.09 0.34
H -0.21 -2.34 3.09
H 6.88 -0.73 2.80
H 4.01 -0.37 4.12
H 5.97 4.90 3.42
H 0.08 0.25 3.75
C -3.24 -3.96 -0.20
C -3.68 1.98 2.30
O -1.62 -3.22 -2.43
H 7.14 4.25 4.62
O 3.58 1.61 3.70
O 0.14 -4.78 -2.76
H 7.59 0.74 2.13
H 1.52 -5.71 -1.51
*
```

Values from the calculation:
**LUMO level**: -5.45 eV
**Total energy**: -94406.320 eV
**HOMO**: -10.24 eV

Atomic partial charges in e from the Löwdin method, atoms 1 to 2: -0.268, 0.123

Record 4
C21H44N3OP2RhS | ωB97M-V/def2-TZVPD

The geometry in ORCA input format:
```
! RIJCOSX wB97M-V def2-TZVPD def2/J DEFGRID3
* xyz 2 5
H -2.85 2.66 0.04
H 2.45 2.61 0.56
H -0.45 -4.68 -2.07
H -0.92 4.26 3.72
S 2.06 -0.62 1.19
H -1.18 1.49 -4.39
C -1.11 -3.49 0.41
C 0.59 2.22 3.17
H 2.15 0.41 -3.12
H -3.08 -1.85 -1.22
C -2.78 -2.35 -2.15
H 3.41 -0.41 -2.09
C -1.43 -1.84 -2.70
H -0.75 -2.08 -4.76
C -0.20 -2.29 4.00
H -1.80 1.36 -4.00
H 1.26 -4.22 -2.05
H -3.55 -2.23 -2.93
H 0.98 -2.99 0.11
H 1.35 -3.81 4.53
C 2.30 -0.12 -2.14
H 2.93 2.47 -1.90
H -2.80 4.34 0.61
C 3.06 -2.87 2.54
H -3.09 3.94 -1.16
C 0.39 -4.39 -1.41
H 1.52 1.72 2.89
H 1.02 4.01 2.07
H 3.03 -3.15 1.49
H -0.20 5.55 -1.44
H -1.96 3.44 2.52
C 0.99 -2.96 3.98
H -1.21 4.99 2.08
C 1.11 -1.40 2.38
H 1.21 -1.58 -3.39
N -0.08 -1.31 3.03
N 1.75 -2.43 2.98
H -1.61 -0.80 -3.04
H -1.03 -2.40 4.65
C 1.98 2.16 -1.38
N 2.07 0.72 -0.89
H -1.82 -3.20 -4.33
C -1.77 0.06 0.92
C 1.44 -1.37 -2.33
H -0.18 1.44 3.25
C -0.94 -2.71 -3.88
H -0.87 -0.66 2.88
H -0.10 -3.41 -3.65
P -0.12 -1.56 -1.41
C 1.72 3.01 -0.14
O -2.94 -0.06 0.94
H -2.69 -3.42 -1.94
H 1.98 4.08 -0.31
Rh -0.09 0.38 0.29
H 0.34 5.36 0.24
H -0.76 -4.15 1.21
H 3.73 -2.00 2.57
C 0.18 3.31 2.17
P 0.01 2.65 0.45
H -1.35 5.88 -0.16
H -1.54 -2.58 0.87
C 0.08 -3.19 -0.51
H 1.27 2.40 -2.22
C -0.51 5.22 -0.44
C -1.06 4.06 2.64
C -1.04 3.78 -0.54
H -0.88 3.37 -1.55
H -1.92 -4.04 -0.10
H 0.62 -5.25 -0.76
C -2.55 3.68 -0.24
H 2.10 -2.16 -2.03
H 0.74 2.68 4.15
H 3.38 -3.67 3.21
*
```

Values from the calculation:
**LUMO level (spin up / spin down)**: -4.96 / -8.38 eV
**Total energy**: -61411.375 eV
**HOMO (spin up / spin down)**: -12.96 / -14.48 eV

Atomic partial charges in e from the Löwdin method, atoms 1 to 2: 0.055, 0.085

Record 5
C21H44O3 | ωB97M-V/def2-TZVPD

The geometry in ORCA input format:
```
! RIJCOSX wB97M-V def2-TZVPD def2/J DEFGRID3
* xyz 0 1
H -0.24 -6.00 -4.13
H 0.86 2.13 -0.67
H -0.69 9.50 5.93
C -0.10 1.71 -0.35
H 2.47 -7.05 -5.22
C 0.33 -8.01 -3.63
C -0.43 3.99 2.78
H -1.69 -0.42 0.70
H -0.88 2.17 -0.98
H -1.77 -4.60 -0.28
C -0.20 -6.16 -1.99
H -0.92 4.13 0.69
H -2.05 7.97 4.50
H 0.97 -8.51 -2.90
H 0.80 3.92 1.02
C -0.08 0.20 -0.59
H 0.23 0.02 -1.62
O -1.57 10.48 4.33
H 0.86 -4.30 -1.79
C -0.34 2.10 1.11
H 0.47 -2.54 -0.10
H 0.76 5.79 2.73
C -0.17 -4.66 -1.72
H 2.13 -8.11 -7.45
H 1.50 8.27 5.12
C -0.57 -2.83 0.02
H 3.75 -8.41 -6.84
H -1.15 -1.97 -1.86
H 0.38 -6.68 -1.22
H -0.83 -2.70 1.08
H -2.49 -2.29 -0.76
O -0.15 7.21 4.77
H -2.19 0.09 -0.91
H -0.18 -4.91 0.41
H 1.37 -6.13 -3.44
H 2.86 -8.63 -4.53
C 0.81 9.94 4.45
H 1.00 10.99 4.70
C -0.63 9.56 4.83
H 0.59 -9.45 -5.20
H 0.67 -0.24 0.07
H -0.93 8.25 3.15
H -1.56 5.70 4.72
C -0.26 5.49 3.00
C 2.70 -8.61 -6.67
H -1.24 -6.51 -1.91
O 1.77 9.20 5.16
H 0.94 9.81 3.36
H -0.95 6.04 2.35
H 0.39 1.58 1.74
H -1.44 3.70 3.08
H 2.53 -9.69 -6.76
H 0.13 5.26 5.11
C -1.43 -0.46 -0.36
C -1.46 -1.92 -0.82
C -0.72 -4.31 -0.33
H -1.35 11.36 4.66
H 0.19 -7.83 -5.77
H 0.27 3.45 3.42
C -0.20 3.60 1.32
C -0.50 5.88 4.46
C -1.01 8.19 4.24
H -0.75 -4.14 -2.48
C 0.35 -6.50 -3.37
C 0.79 -8.39 -5.04
H -1.33 1.78 1.41
H -0.69 -8.37 -3.48
C 2.27 -8.12 -5.29
*
```

Values from the calculation:
**LUMO level**: 0.89 eV
**Total energy**: -28633.646 eV
**SMILES string**: CCCCCCCCCCCCCCCCCCOC[C@H](O)CO
**HOMO**: -9.85 eV
**ΔE to the lowest compared entry with this formula, charge and spin**: 5.2 kcal per mole

Atomic partial charges in e from the natural (NBO) method, atoms 1 to 2: 0.192, 0.198

Record 6
C21H44O8Si | ωB97M-V/def2-TZVPD

The geometry in ORCA input format:
```
! RIJCOSX wB97M-V def2-TZVPD def2/J DEFGRID3
* xyz 0 1
H 2.40 1.81 2.05
H -4.39 3.07 -2.50
H -0.01 1.17 -1.58
C 4.18 -1.80 1.07
H 0.91 5.81 2.32
H 3.82 -3.93 0.84
H 2.61 -0.71 -0.65
Si 2.31 4.16 0.90
H -1.46 -9.09 0.45
C 2.31 2.91 2.35
C -0.94 -7.26 2.19
H -5.76 4.08 -3.00
H 1.35 2.99 2.99
C 0.07 6.02 -2.22
H -2.52 -6.85 -0.46
C -4.32 2.81 0.60
C 0.34 4.74 -2.03
C 1.96 1.61 -2.33
H -1.43 -5.41 1.15
C 3.67 -0.57 -0.88
H -0.07 3.19 -0.31
C -5.48 3.17 -2.47
H -6.25 1.91 0.35
H -1.74 -9.87 2.04
H 0.84 6.24 0.48
H 0.93 -3.20 -0.97
C 2.14 3.37 -0.85
H -0.15 -8.02 2.20
H -2.77 5.05 0.56
O 2.02 -2.88 0.73
C 0.83 5.38 1.26
H -0.18 7.15 -2.26
H -5.94 2.31 -2.97
H -5.08 1.40 -0.87
C 3.92 5.21 0.95
H 2.68 -3.29 -1.21
O -0.46 -6.73 -0.14
H 1.81 -4.61 -0.37
C 0.39 2.04 -2.21
H 3.63 6.30 1.19
O 2.51 1.95 -1.01
H -0.20 2.22 -3.17
C -5.43 2.26 -0.29
H -0.17 4.79 1.22
H -4.00 2.02 1.30
H -0.98 -6.80 3.18
H 3.79 -0.60 -1.97
C 0.57 3.33 -1.26
C -2.11 -9.13 1.32
C -3.07 4.57 -0.37
H 3.21 -3.22 2.35
O 4.48 -1.59 -0.31
H 3.70 -0.92 1.51
H -2.30 4.75 -1.12
H -4.01 5.00 -0.72
H -1.48 -7.17 -1.86
C -0.64 -6.18 1.16
C -1.60 -6.55 -0.97
H 0.30 -5.69 1.43
O -2.22 -7.86 1.96
H -3.11 -9.43 1.00
C 1.87 -3.53 -0.52
C 3.33 -3.05 1.27
H 2.86 3.91 -1.56
H -4.68 3.66 1.19
O 2.56 1.13 -3.32
H 3.19 3.20 3.04
H 4.65 4.78 1.75
H 5.14 -1.94 1.58
O -3.17 3.16 -0.17
H 4.00 0.41 -0.52
H 4.45 5.10 -0.06
O -5.96 3.27 -1.14
H -1.67 -5.51 -1.28
*
```

Values from the calculation:
**LUMO level**: 0.36 eV
**Total energy**: -46739.941 eV
**SMILES string**: C#C[C@H]1CC(=O)O[C@@H]1[Si](C)(C)C.COCCOC.COCCOC.COCCOC
**HOMO**: -8.98 eV

Atomic partial charges in e from the Löwdin method, atoms 1 to 2: 0.032, 0.081